[1]
C3H8O3S | ωB97M-V/def2-TZVPD

Geometry as ORCA input:
```
! wB97M-V def2-TZVPD RIJCOSX def2/J DEFGRID3
* xyz 0 1
O -2.740 -1.915 0.201
C -1.700 -1.310 0.255
O -1.034 -1.104 1.406
C -1.026 -0.658 -0.924
C 0.463 -0.964 -1.055
S 1.249 0.356 -2.047
H -1.516 -1.584 2.095
H -1.063 0.405 -0.693
H -1.566 -0.817 -1.837
H 0.899 -0.910 -0.061
H 0.709 -1.941 -1.462
H 2.494 -0.060 -1.830
H 2.186 4.446 2.656
H 2.782 4.441 4.060
O 2.370 3.864 3.399
*
```

* highest occupied orbital energy: -0.341 hartree
* energy above the lowest of the compared OMol25 structures with the same formula, charge and spin: 25.2 kJ/mol
* calculated total energy: -20218.689 eV
* HOMO-LUMO gap: 9.931 eV
* E_LUMO: 0.66 eV

[2]
C3H8O3Sm | ωB97M-V/def2-TZVPD

Geometry as ORCA input:
```
! wB97M-V def2-TZVPD RIJCOSX def2/J DEFGRID3
* xyz 0 7
O 2.327 -1.744 2.194
C 3.190 -0.930 1.355
C 3.086 0.506 1.793
O 1.735 0.929 1.407
C 1.266 2.124 1.994
Sm 0.975 -1.253 0.722
H 4.242 -1.260 1.365
H 3.813 1.165 1.290
H 3.148 0.653 2.891
H 1.943 2.957 1.750
H 0.272 2.331 1.584
H 1.200 2.022 3.088
O -0.653 -0.608 -1.312
H 0.298 -0.285 -1.259
H -1.183 0.192 -1.353
*
```

* highest occupied orbital energy (alpha / beta): -0.203 / -0.221 hartree
* energy above the lowest of the compared OMol25 structures with the same formula, charge and spin: 264.0 kJ/mol
* calculated total energy: -27283.558 eV
* HOMO-LUMO gap (alpha / beta): 5.360 / 5.576 eV
* E_LUMO (alpha / beta): -0.16 / -0.45 eV

[3]
C3H8OS | ωB97M-V/def2-TZVPD

Geometry as ORCA input:
```
! wB97M-V def2-TZVPD RIJCOSX def2/J DEFGRID3
* xyz 0 1
C 0.579 -1.132 2.113
C 0.215 0.431 0.549
C -1.461 -0.178 -1.400
H -0.400 -0.307 2.502
H 0.487 -2.340 2.324
H 1.342 -0.861 2.865
H 0.516 1.463 1.297
H -0.987 0.096 0.599
H -2.139 0.568 -0.875
H -1.363 -0.231 -2.504
H -1.209 -1.115 -1.062
O 0.917 -0.755 0.650
S 0.026 0.877 -1.120
*
```

* highest occupied orbital energy: -0.318 hartree
* energy above the lowest of the compared OMol25 structures with the same formula, charge and spin: 414.3 kJ/mol
* calculated total energy: -16118.943 eV
* HOMO-LUMO gap: 9.586 eV
* E_LUMO: 0.93 eV

[4]
C3H8OS | ωB97M-V/def2-TZVPD

Geometry as ORCA input:
```
! wB97M-V def2-TZVPD RIJCOSX def2/J DEFGRID3
* xyz 0 1
C 1.968 -0.665 -0.071
C -0.160 0.611 0.255
C -1.640 0.738 -0.243
H 2.189 -1.671 -0.358
H 2.736 0.120 -0.369
H 1.922 -0.884 0.934
H -0.211 0.278 1.303
H 0.389 1.610 0.112
H -1.632 0.803 -1.443
H -1.962 1.680 0.184
H -1.472 -1.644 0.090
O 0.631 -0.292 -0.365
S -2.759 -0.685 -0.029
*
```

* highest occupied orbital energy: -0.325 hartree
* energy above the lowest of the compared OMol25 structures with the same formula, charge and spin: 235.4 kJ/mol
* calculated total energy: -16120.798 eV
* HOMO-LUMO gap: 9.663 eV
* E_LUMO: 0.82 eV

[5]
C3H8OS | ωB97M-V/def2-TZVPD

Geometry as ORCA input:
```
! wB97M-V def2-TZVPD RIJCOSX def2/J DEFGRID3
* xyz 0 1
C 0.260 1.546 -0.289
C -0.209 -0.971 -0.412
C 0.341 0.146 0.301
O -2.580 -0.690 0.118
S 2.139 -0.463 -0.042
H -0.768 2.074 -0.292
H 0.941 2.363 0.313
H 0.697 1.647 -1.322
H -0.517 -1.835 0.086
H -0.342 -0.806 -1.425
H 0.153 0.029 1.403
H -2.613 -1.520 0.653
H 2.497 -1.520 0.908
*
```

* highest occupied orbital energy (alpha / beta): -0.312 / -0.312 hartree
* energy above the lowest of the compared OMol25 structures with the same formula, charge and spin: 433.3 kJ/mol
* calculated total energy: -16118.747 eV
* HOMO-LUMO gap (alpha / beta): 7.683 / 7.684 eV
* E_LUMO (alpha / beta): -0.81 / -0.81 eV

[6]
C3H8OS2 | ωB97M-V/def2-TZVPD

Geometry as ORCA input:
```
! wB97M-V def2-TZVPD RIJCOSX def2/J DEFGRID3
* xyz 0 1
C -2.075 0.192 0.682
C -1.217 -0.912 0.446
C 2.328 0.145 -0.546
O 0.187 -0.753 0.403
S 3.090 -1.061 0.102
S 2.746 1.872 -0.125
H -3.024 0.035 -0.016
H -2.293 0.107 1.752
H -1.632 1.111 0.281
H -1.455 -1.125 -0.568
H -1.414 -1.675 1.193
H 1.687 0.144 -1.439
H 0.674 -1.050 0.975
H 3.347 1.652 1.070
*
```

* highest occupied orbital energy: -0.317 hartree
* energy above the lowest of the compared OMol25 structures with the same formula, charge and spin: 307.9 kJ/mol
* calculated total energy: -26955.417 eV
* HOMO-LUMO gap: 8.548 eV
* E_LUMO: -0.09 eV

[7]
C3H8OSe | ωB97M-V/def2-TZVPD

Geometry as ORCA input:
```
! wB97M-V def2-TZVPD RIJCOSX def2/J DEFGRID3
* xyz 0 1
C -0.641 0.419 -2.002
C -0.090 -0.929 1.711
C 0.473 2.261 0.110
O 0.594 -1.437 0.594
Se 0.992 0.890 -0.877
H -0.217 0.054 -2.835
H -1.136 -0.351 -1.484
H -1.155 1.309 -2.133
H -0.856 -1.622 1.894
H -0.562 -0.078 1.377
H 0.720 -0.830 2.560
H 1.287 2.661 0.668
H 0.593 -2.345 0.416
*
```

* highest occupied orbital energy: -0.293 hartree
* energy above the lowest of the compared OMol25 structures with the same formula, charge and spin: 284.1 kJ/mol
* calculated total energy: -70629.712 eV
* HOMO-LUMO gap: 8.394 eV
* E_LUMO: 0.43 eV

[8]
C3H8S | ωB97M-V/def2-TZVPD

Geometry as ORCA input:
```
! wB97M-V def2-TZVPD RIJCOSX def2/J DEFGRID3
* xyz 0 1
C -0.816 0.956 -0.228
C 0.499 0.284 -0.672
C 0.945 -0.817 0.346
S -0.457 -2.056 0.531
H -0.646 1.110 0.880
H -1.573 0.109 -0.331
H -1.103 1.834 -0.821
H 0.210 -0.181 -1.638
H 1.385 0.911 -0.827
H 1.183 -0.252 1.252
H 1.818 -1.343 -0.044
H -1.445 -0.554 1.552
*
```

* highest occupied orbital energy: -0.332 hartree
* energy above the lowest of the compared OMol25 structures with the same formula, charge and spin: 301.1 kJ/mol
* calculated total energy: -14072.801 eV
* HOMO-LUMO gap: 8.064 eV
* E_LUMO: -0.97 eV

Calculated values (hartree/bohr) of max |F| for the records, taken in order: 0.018, 0.035, 0.090, 0.093, 0.071, 0.280, 0.078, 0.083.